No. 1
A structure of composition C24H17Cl3GeHgN3O5S in a non-equilibrium geometry. Source: the OMol25 dataset; level of theory: the ωB97M-V functional and the def2-TZVPD basis.

Geometry as XYZ:
```
55
Properties=species:S:1:pos:R:3:forces:R:3
Hg 0.775335 1.311487 -1.839596 1.412 -0.124 -1.512
C 4.371317 -0.211426 -2.038420 -0.200 0.112 -0.060
O 3.001627 -0.446176 -1.749278 -0.191 0.421 0.236
C 2.686255 -1.446410 -0.897817 -0.406 -0.085 -0.115
C 3.633787 -2.365760 -0.468245 0.137 -0.061 0.096
C 3.274648 -3.437464 0.327216 -0.002 -0.071 0.060
C 1.951846 -3.615437 0.688112 -0.015 -0.114 0.042
C 1.000826 -2.707817 0.265826 0.089 0.293 -0.041
C 1.333624 -1.595463 -0.510136 0.335 -0.383 0.124
N 0.325290 -0.657767 -0.907119 -0.608 -0.811 0.366
N -0.845771 -1.102643 -0.669226 0.380 0.296 -0.201
C -2.025044 -0.509212 -0.949653 -0.199 0.225 -0.119
C -2.260947 0.742500 -1.622076 0.365 -0.218 0.184
O -1.370113 1.587042 -1.922585 -1.136 0.173 0.069
C -3.619071 1.069989 -1.981477 -0.302 -0.037 -0.013
C -4.665341 0.314235 -1.599237 0.080 0.182 -0.070
C -4.487377 -0.868592 -0.815928 0.111 -0.226 0.142
C -5.591340 -1.596456 -0.341808 -0.016 0.043 -0.044
C -5.421772 -2.738452 0.399370 -0.103 -0.028 0.029
C -4.125285 -3.183912 0.678431 0.051 0.043 -0.016
C -3.031978 -2.477579 0.236301 -0.020 -0.036 -0.016
C -3.177331 -1.296791 -0.516528 -0.039 0.080 0.000
H 4.797747 -1.053829 -2.586688 0.025 0.022 0.011
H 4.924440 -0.013703 -1.121695 0.072 -0.019 0.079
H 4.393813 0.672968 -2.670753 -0.023 -0.042 -0.003
H 4.668359 -2.254012 -0.756925 -0.042 0.045 -0.012
H 4.033893 -4.134343 0.657774 0.007 -0.003 -0.002
H 1.657592 -4.458110 1.300320 -0.007 0.013 0.005
H -0.034991 -2.829740 0.535924 0.079 -0.039 0.084
H -3.750522 1.970140 -2.567353 0.037 0.010 0.007
H -5.673311 0.599822 -1.880467 -0.013 0.005 0.021
H -6.586399 -1.226763 -0.564568 -0.002 -0.031 -0.026
H -6.278876 -3.285825 0.770876 -0.001 -0.003 -0.025
H -3.982532 -4.089161 1.255638 0.027 0.008 0.008
H -2.034732 -2.817163 0.466028 -0.052 -0.048 0.018
Cl -0.904067 -0.441232 -4.725808 0.186 0.131 0.064
Ge 0.971493 0.700369 -4.365142 -0.058 -0.405 -0.153
Cl 1.108289 1.780586 -6.293788 0.011 0.073 0.356
Cl 2.470182 -0.889325 -4.762413 -0.122 0.139 -0.106
O 4.391412 2.451401 2.834628 -0.197 0.142 -0.062
S 3.158666 1.777057 2.523148 0.134 -0.057 0.176
O 3.030093 0.421926 2.988469 -0.139 0.086 -0.081
N 2.831027 1.885442 0.922582 0.014 -0.108 -0.054
C 1.729107 2.552359 0.700018 0.108 0.070 -0.068
O 1.235429 2.833564 -0.441151 0.162 0.368 0.777
C 1.023424 3.026418 1.930255 -0.168 0.134 0.066
C -0.214235 3.639343 1.998904 0.030 0.028 -0.014
C -0.716558 3.951491 3.255880 0.006 0.010 -0.009
C 0.022142 3.675399 4.401909 0.033 0.000 0.079
C 1.262528 3.049859 4.326387 0.111 -0.055 0.072
C 1.733096 2.720335 3.074178 0.102 -0.152 -0.360
H -0.762330 3.849980 1.089684 -0.007 -0.012 0.008
H -1.694837 4.405388 3.348694 0.019 0.041 -0.003
H -0.376559 3.940528 5.373129 -0.022 -0.007 -0.010
H 1.834030 2.820932 5.216197 -0.035 -0.021 0.012
```
Positions in Å, forces in eV/Å.

Values from the calculation:
Total energy (Eh): -5474.546986
Spin multiplicity: 1
Frontier orbital gap (eV): 6.8
Net charge: -1
E_LUMO (eV): 1.67

---

No. 2
An isolated molecule of C24H17ClF2N2O3S in a non-equilibrium geometry. Source: the OMol25 dataset; level of theory: the ωB97M-V functional and the def2-TZVPD basis.

Geometry as XYZ:
```
50
Properties=species:S:1:pos:R:3:forces:R:3
O -0.365147 -1.983733 1.674434 1.035 -1.132 -0.377
O -1.966863 -3.321544 -1.498946 -0.213 -0.609 0.793
F 4.291832 -2.833272 -2.977870 -0.783 0.688 0.308
F 2.204277 2.184979 5.465549 0.555 -0.337 0.836
S -3.430442 1.802823 1.647157 0.278 0.007 -0.201
Cl 1.507136 4.454863 -3.758412 0.831 1.108 -1.278
O -2.843962 -1.876148 0.082292 0.222 -2.302 -0.644
C -0.176180 -0.827023 1.359031 -1.920 -0.182 0.184
C -1.851895 -2.388701 -0.758690 -0.700 1.298 -0.652
C -1.861134 1.512393 1.314033 -1.170 0.575 -0.967
C 2.533642 -1.123583 -2.815389 0.720 -1.714 -0.748
C 2.410855 -3.132296 -1.586126 0.811 -3.233 0.876
C 2.005591 0.089505 4.316432 0.452 -0.260 -0.435
C 1.349839 2.744233 -1.791922 1.331 -0.908 2.606
C -0.724068 3.283049 -2.902024 0.314 -0.596 2.201
C 1.424244 -0.613357 3.249174 0.851 0.634 0.104
C 0.749347 1.968503 3.732496 -0.581 1.663 1.817
C 1.200151 -0.864211 -2.471097 0.461 -0.756 1.187
C 1.192562 -2.798834 -1.017217 -1.004 1.008 0.283
C 0.719356 1.943073 -0.787709 -1.444 2.270 -3.550
C -1.319352 2.501042 -1.879407 -0.983 1.560 -2.606
C 3.123185 -2.373716 -2.464159 -1.718 1.772 0.457
C 1.657530 1.383293 4.565337 -0.902 0.572 -1.762
C 0.636243 3.429917 -2.762539 -0.132 -1.095 0.572
C 0.507090 0.028587 2.387717 0.005 -0.941 -0.006
C 0.128981 1.320733 2.715436 0.572 -0.452 -0.473
C 0.571346 -1.639073 -1.459586 1.938 -1.040 -1.404
C -0.665574 1.828926 -0.907310 0.735 -0.455 0.528
N -0.882365 2.025259 2.143917 -0.746 0.644 -1.302
N -0.787505 -0.396789 0.175501 1.661 0.836 -0.547
C -3.930348 -2.865155 0.290942 -0.200 0.161 1.161
C -0.765645 -1.323484 -1.008802 -2.476 1.310 2.087
C -1.466225 0.885559 -0.058049 -0.186 -1.408 1.124
H 3.179603 -0.611864 -3.503536 -0.490 0.919 -0.462
H 2.816930 -4.146370 -1.422607 -0.150 0.564 0.292
H 2.884123 -0.191153 4.831372 0.595 -1.229 0.561
H 2.459235 2.903427 -1.708372 -1.272 -0.156 -0.266
H -1.260872 3.864454 -3.621446 -0.394 -0.029 -0.254
H 1.842176 -1.611513 3.050910 -0.687 0.504 -0.114
H 0.319471 2.918778 4.053908 0.401 0.059 -0.204
H 0.569764 -0.120339 -2.922616 0.417 0.688 -0.224
H 0.556431 -3.313484 -0.257640 1.393 -0.376 -0.753
H 1.132571 1.464385 0.019719 1.765 -1.021 1.452
H -2.386178 2.485687 -1.908652 -0.718 -0.376 0.063
H -1.031199 2.965986 2.512953 -0.361 -0.777 0.009
H -3.506829 -3.846555 0.639881 -0.274 1.011 -0.511
H -4.617490 -2.484615 1.127393 1.240 -0.208 -1.345
H -4.516481 -3.008886 -0.630304 0.376 0.088 0.334
H -1.237013 -0.812263 -1.854220 -0.121 0.516 0.267
H -2.380746 0.518508 -0.620936 0.667 1.138 0.981
```
Positions in Å, forces in eV/Å.

Values from the calculation:
Total energy (Eh): -2318.036721
Spin multiplicity: 1
Frontier orbital gap (eV): 7.9
E_LUMO (eV): -0.82

---

No. 3
A structure of composition C24H17N5O2S4W in a non-equilibrium geometry. Source: the OMol25 dataset; level of theory: the ωB97M-V functional and the def2-TZVPD basis.

Geometry as XYZ:
```
53
Properties=species:S:1:pos:R:3:forces:R:3
W 10.421861 17.696861 7.866359 -0.513 -0.909 0.804
C 11.555212 21.039755 13.723129 -0.093 -0.346 -0.573
O 10.638351 21.649555 12.863485 -0.854 0.631 -0.996
C 11.063031 22.345786 11.759940 0.952 -0.213 0.878
C 12.329034 22.155356 11.208806 -0.964 0.766 -0.062
C 12.692670 22.965779 10.153324 -0.184 0.213 -1.202
C 11.808604 23.935582 9.634961 0.560 -0.748 0.597
C 10.587002 24.209066 10.274859 1.129 -0.645 -1.280
C 10.239325 23.352621 11.288049 -2.693 0.193 1.888
N 12.149576 24.682860 8.470000 -0.105 -0.239 -2.118
N 12.390474 24.127365 7.349029 0.130 0.352 2.208
C 12.361231 22.676724 7.295202 -2.008 -0.382 0.115
C 13.494070 21.926138 7.182203 -0.721 2.260 -0.200
C 13.496922 20.558165 7.227157 0.143 -2.180 0.388
C 12.319910 19.860621 7.341129 -0.671 -0.369 0.061
O 12.186774 18.500557 7.459866 0.606 1.644 -0.292
C 11.098021 20.617032 7.351958 0.438 -1.628 -0.375
N 9.981278 19.794334 7.377454 1.047 0.850 0.680
C 8.838407 20.404303 7.537958 -1.062 0.234 0.015
C 8.688595 21.789716 7.595178 0.181 2.065 0.128
C 9.801625 22.636372 7.527178 -0.400 -1.385 -0.488
C 11.059598 22.017821 7.361938 1.311 0.210 0.207
H 11.013586 20.772718 14.587628 -0.720 -0.512 0.885
H 12.317004 21.685691 14.037564 1.212 1.384 0.328
H 12.042689 20.178353 13.314985 0.063 -0.765 -0.471
H 12.951126 21.405899 11.619189 0.764 -0.564 0.122
H 13.609401 22.789658 9.584817 -0.169 0.117 0.584
H 9.954157 24.952449 9.801712 -0.157 0.050 0.533
H 9.259093 23.448189 11.878699 1.472 0.043 -1.153
H 14.372605 22.526653 7.118698 0.904 -0.089 -0.047
H 14.433082 20.019653 7.281901 0.025 -0.068 -0.207
H 7.976748 19.780426 7.662494 -0.376 -0.276 -0.105
H 7.694656 22.265704 7.707905 0.672 -0.708 -0.045
H 9.753787 23.716219 7.537275 -0.298 -0.024 0.075
S 9.289231 17.218653 9.642255 0.573 0.405 -0.912
S 8.157905 11.691773 9.912421 0.281 -0.068 0.011
C 8.964650 12.689537 8.881823 -0.608 0.014 -0.314
S 10.507593 13.439741 9.146104 0.304 -0.505 0.277
C 10.334274 14.334413 7.689184 0.232 1.751 -0.098
N 9.213755 14.200781 7.092620 -0.468 -1.131 -0.546
N 8.484051 13.153575 7.677324 2.773 1.156 1.305
C 7.219542 12.847827 7.234809 -2.341 0.228 -0.863
C 6.967905 11.623084 6.630329 1.504 -1.313 -0.368
C 5.682485 11.293190 6.233678 -0.420 -0.374 -0.503
C 4.627755 12.200608 6.401473 -0.385 -0.294 0.258
C 4.853863 13.396441 7.065960 0.829 0.684 1.140
C 6.181854 13.748000 7.471611 -1.311 -0.829 -0.196
S 11.547345 15.621972 7.276114 -0.761 -0.399 0.272
H 7.858355 10.897567 6.484061 -1.730 1.260 0.298
H 5.459898 10.301586 5.800632 0.302 0.690 0.191
H 3.592908 11.932340 6.102868 0.884 0.119 0.239
H 4.001155 13.987549 7.470319 0.761 -0.253 -0.815
H 6.371649 14.637368 8.070159 -0.039 -0.106 -0.258
```
Positions in Å, forces in eV/Å.

Values from the calculation:
Total energy (Eh): -3008.788931
Spin multiplicity: 3
Frontier orbital gap (spin up / spin down) (eV): 6.2 / 6.4
<S²>: 2.0292
E_LUMO (spin up / spin down) (eV): -1.56 / -1.52

---

No. 4
A structure of composition C24H18AuN9S. Source: the OMol25 dataset; level of theory: the ωB97M-V functional and the def2-TZVPD basis.

Geometry as XYZ:
```
53
Properties=species:S:1:pos:R:3:forces:R:3
Au -0.256790 -0.579321 -0.671911 -0.037 0.043 -0.048
C -0.233854 -4.867868 -1.402194 0.002 -0.003 0.012
C -0.369828 -3.497817 -1.568087 -0.012 -0.023 0.008
N -0.010824 -2.668481 -0.590096 -0.015 -0.026 0.011
C 0.480897 -3.167745 0.552230 0.017 0.006 -0.006
C 0.594667 -4.547996 0.684755 0.017 -0.010 0.005
N 0.240542 -5.385246 -0.278163 0.001 0.002 -0.004
C 0.916646 -2.193721 1.579441 -0.018 0.010 -0.033
C 1.350288 -2.589990 2.826255 -0.051 -0.045 0.023
C 1.793424 -1.643329 3.751893 0.001 0.018 -0.028
C 1.813531 -0.319596 3.323943 0.029 0.020 0.013
C 1.375501 0.024528 2.054917 -0.004 0.004 -0.010
N 0.896407 -0.898312 1.210783 0.031 -0.012 0.046
C 1.538419 1.424849 1.589488 -0.010 -0.053 -0.010
C 1.199871 2.498337 2.403278 0.004 0.022 0.000
N 1.425079 3.752755 2.029111 -0.007 -0.015 -0.006
C 2.014714 3.923216 0.854159 -0.003 0.015 0.002
C 2.341473 2.846561 0.031856 -0.019 -0.006 -0.018
N 2.091711 1.595202 0.389575 -0.044 0.011 -0.035
C 2.250333 -2.032682 5.101822 0.002 -0.005 0.024
C 2.173918 -1.141393 6.167627 -0.043 0.018 0.018
C 2.609251 -1.553105 7.418351 0.011 -0.020 0.020
N 3.109118 -2.760407 7.659345 -0.012 0.012 -0.032
C 3.186944 -3.608495 6.639645 0.006 0.005 0.029
C 2.770276 -3.298500 5.353558 0.044 -0.021 -0.022
H -0.517185 -5.551727 -2.191649 -0.003 0.004 -0.002
H -0.772157 -3.063640 -2.470793 0.007 -0.005 0.003
H 0.989896 -4.994845 1.586658 0.000 0.002 -0.001
H 1.322590 -3.634147 3.095624 0.004 0.000 0.042
H 2.228227 0.458193 3.948996 0.017 -0.025 0.035
H 0.725225 2.346699 3.366925 -0.001 0.007 -0.004
H 2.236656 4.940188 0.553366 -0.003 -0.005 -0.005
H 2.816369 3.003334 -0.929206 0.003 0.003 0.003
H 1.756055 -0.149522 6.060180 -0.011 0.003 -0.044
H 2.549736 -0.879217 8.264589 0.000 -0.002 0.001
H 3.605441 -4.584129 6.855960 0.001 0.002 0.001
H 2.896780 -4.037865 4.574215 -0.014 0.022 -0.038
S -2.712466 0.337455 -4.949648 -0.014 0.001 0.010
C -2.038112 -0.288193 -3.603143 -0.030 -0.064 -0.004
N -1.560889 -0.760587 -2.649623 0.093 0.075 -0.016
N -1.748606 5.431327 -1.242040 0.002 -0.016 -0.002
C -1.420440 4.141688 -1.107979 -0.006 0.025 0.013
C -0.659804 3.465665 -2.085976 0.020 -0.009 0.000
C -0.328814 2.154109 -1.895906 -0.001 0.032 0.014
N -0.708417 1.450509 -0.810412 0.001 -0.021 -0.007
C -1.446803 2.081408 0.123436 0.040 0.025 0.035
C -1.812559 3.393776 0.021503 0.010 -0.003 0.011
H -1.474747 5.959652 -2.052362 0.000 0.002 0.001
H -2.293170 5.906620 -0.542936 -0.001 0.000 -0.001
H -0.322872 3.977066 -2.977502 0.002 0.000 0.002
H 0.273159 1.629747 -2.626837 -0.003 0.005 0.003
H -1.744345 1.496021 0.983807 0.001 0.000 -0.001
H -2.397127 3.846528 0.810558 -0.004 -0.002 -0.005
```
Positions in Å, forces in eV/Å.

Values from the calculation:
Total energy (Eh): -1951.485437
Spin multiplicity: 3
Frontier orbital gap (spin up / spin down) (eV): 7.4 / 4.6
<S²>: 2.0198
Net charge: +2
E_LUMO (spin up / spin down) (eV): -6.70 / -9.44

---

Number 3 is which compound? C24H17N5O2S4W